C16H24B2F8K2O12 as an isolated structure at a distorted geometry, computed with wB97M-V/def2-TZVPD.

Output
E_tot = -97301.4026 eV
largest force on an atom = 0.1300 Eh/bohr
energy relative to the best compared isomer or geometry (same formula, charge and spin) = 1015.8 kJ/mol

Atoms and positions in Å:
1 K 2.175125 5.435899 9.334328
2 K 4.433085 6.195039 2.022948
3 B 1.240925 2.051979 3.928758
4 F 1.075375 2.268879 2.573388
5 F 0.670735 0.809789 4.059448
6 F 2.580585 2.138999 4.123728
7 F 0.592105 2.927139 4.728228
8 B 10.314505 2.544589 3.199448
9 F 11.225295 2.560979 2.114558
10 F 10.560255 3.606499 4.026548
11 F 9.015875 2.578539 2.710688
12 F 10.413605 1.332099 3.783988
13 C -5.919255 0.473139 5.630208
14 C -6.406365 1.952599 5.532168
15 C -5.834005 2.610819 4.339858
16 O -6.873715 2.663279 3.401148
17 C -8.031565 2.624259 4.021808
18 O -9.153345 2.727319 3.568838
19 O -7.838655 2.046519 5.205588
20 H -6.227745 0.057729 4.670848
21 H -6.435695 -0.106961 6.394988
22 H -4.843755 0.356639 5.763838
23 H -6.221615 2.426599 6.496168
24 H -4.936835 2.117829 3.965498
25 H -5.545515 3.602119 4.689418
26 C 7.794045 -0.096741 -2.993062
27 C 7.234105 1.244319 -3.560582
28 C 6.435505 2.144289 -2.650422
29 O 7.105795 3.366479 -2.927782
30 C 8.232925 3.222179 -3.558122
31 O 9.088025 4.084069 -4.007842
32 O 8.354065 1.952869 -3.819332
33 H 7.186945 -0.542591 -2.205192
34 H 8.681405 0.199679 -2.433752
35 H 8.037085 -0.774691 -3.811232
36 H 6.716345 1.026149 -4.494622
37 H 6.492685 1.857499 -1.600382
38 H 5.387885 2.280329 -2.918912
39 C -2.834625 -5.980421 1.436118
40 C -2.909295 -7.456741 0.903798
41 C -4.255325 -8.117001 0.857458
42 O -4.422245 -8.826561 -0.321302
43 C -3.704635 -8.074791 -1.132512
44 O -3.826495 -8.051241 -2.364552
45 O -2.807485 -7.338751 -0.432412
46 H -3.126775 -5.747801 2.460138
47 H -3.390055 -5.249151 0.848878
48 H -1.815465 -5.597501 1.488978
49 H -2.093185 -8.024701 1.350438
50 H -5.128795 -7.475511 0.974238
51 H -4.157715 -8.844901 1.662888
52 C -2.631375 2.125739 -4.543032
53 C -1.941265 1.413989 -5.750662
54 C -2.441975 0.067649 -6.133262
55 O -2.691025 0.230119 -7.525542
56 C -2.713985 1.510469 -7.857362
57 O -3.210365 1.871769 -8.872482
58 O -2.064425 2.267409 -6.921662
59 H -2.376585 3.143249 -4.246602
60 H -2.507385 1.599579 -3.596522
61 H -3.695045 2.117479 -4.780992
62 H -0.873125 1.383319 -5.535622
63 H -3.300295 -0.128931 -5.490812
64 H -1.857285 -0.782901 -5.782822

Atoms 1-2, force components in eV/Å:
-0.008 -0.206 -0.123
0.098 -0.435 -0.046